1.
Molecular formula: C24H35BNO16P
Method: DFT, ωB97M-V/def2-TZVPD

Positions of all 78 atoms, in Å:
N1 -3.3612 3.2157 3.4263
P1 -4.0736 3.5748 1.8758
O1 -3.6145 2.3099 0.9170
C1 -5.8778 3.4042 2.2917
C2 -6.5594 2.3304 2.6870
B1 -5.9976 0.8673 2.9321
O2 -6.1914 0.2581 4.1368
O3 -5.2696 0.1703 1.9847
C3 -8.0002 2.7250 2.9285
O4 -8.9241 2.0514 3.1913
O5 -8.0481 4.1042 2.8057
C4 -6.8800 4.5538 2.2709
O6 -6.6609 5.6413 1.8799
H1 -3.6189 3.9866 4.0325
H2 -2.3561 3.1679 3.3201
H3 -2.6601 2.1800 1.0832
H4 -5.5107 -0.4222 4.2153
H5 -5.7582 0.2298 1.1555
O7 -1.6567 0.9372 0.1296
C5 -1.8173 0.1032 -0.7130
C6 -3.1301 -0.5352 -1.1105
C7 -2.6700 -1.7542 -1.9051
C8 -1.3426 -1.2782 -2.4707
O8 -0.8140 -0.3721 -1.4814
H6 -3.6894 0.1704 -1.7270
H7 -3.7077 -0.8075 -0.2311
H8 -3.3725 -2.0763 -2.6712
H9 -2.5049 -2.5936 -1.2272
H10 -1.4600 -0.7349 -3.4108
H11 -0.6411 -2.0947 -2.6246
O9 0.5449 -0.9651 -5.8091
C9 1.2167 -0.2154 -5.1591
C10 0.9773 1.2702 -4.9704
C11 2.3149 1.7458 -4.4114
C12 2.8179 0.5077 -3.6851
O10 2.2941 -0.6062 -4.4443
H12 0.1640 1.4080 -4.2552
H13 0.7342 1.7453 -5.9169
H14 2.2406 2.6196 -3.7668
H15 2.9886 1.9915 -5.2346
H16 2.4374 0.4414 -2.6644
H17 3.8897 0.4532 -3.6630
O11 -2.3072 4.4381 5.7646
C13 -2.4128 3.7122 6.7107
C14 -2.1775 2.2170 6.7348
C15 -2.8366 1.8065 8.0475
C16 -2.6792 3.0643 8.8868
O12 -2.7354 4.1526 7.9480
H18 -1.1020 2.0312 6.7397
H19 -2.6395 1.7406 5.8736
H20 -2.3970 0.9238 8.5086
H21 -3.8956 1.6045 7.8781
H22 -1.7177 3.1026 9.4038
H23 -3.4756 3.1798 9.6184
O13 4.9154 -0.4508 -2.1865
C17 4.8143 -1.1184 -1.1963
C18 5.0257 -2.6113 -1.0898
C19 4.3868 -2.9355 0.2561
C20 4.5801 -1.6341 1.0177
O14 4.5220 -0.6003 0.0169
H24 6.0977 -2.8162 -1.0939
H25 4.5387 -3.1297 -1.9102
H26 4.8214 -3.7980 0.7576
H27 3.3215 -3.1291 0.1191
H28 5.5519 -1.5814 1.5130
H29 3.8001 -1.4632 1.7560
O15 7.4914 -6.5019 -4.6013
C21 7.0174 -5.4281 -4.8205
C22 6.4282 -4.9414 -6.1300
C23 6.3648 -3.4317 -5.9193
C24 6.1945 -3.3294 -4.4130
O16 6.9000 -4.4615 -3.8737
H30 5.4366 -5.3795 -6.2522
H31 7.0667 -5.2144 -6.9653
H32 5.5696 -2.9386 -6.4754
H33 7.3127 -2.9794 -6.2163
H34 5.1480 -3.3959 -4.1086
H35 6.6195 -2.4127 -4.0096

Cartesian forces, eV/Å:
-1.28 -0.90 -0.78
0.81 1.96 -0.92
-0.79 0.40 1.36
-0.31 -0.88 0.32
-0.43 -0.94 -0.06
0.14 -0.30 0.18
0.53 0.67 0.10
-0.88 -0.01 0.09
1.92 0.45 -0.06
-1.01 -0.39 0.23
-1.08 0.27 -0.27
1.87 -1.12 0.14
-0.54 1.15 -0.15
0.47 -0.02 0.29
0.08 0.38 0.24
-0.39 -0.47 -0.57
-0.33 -0.35 0.09
0.60 0.22 -0.32
0.97 -0.21 0.00
-0.42 0.21 -0.06
0.14 -0.56 -0.08
-0.19 0.00 0.03
-0.05 -0.24 -0.24
-0.01 0.02 0.11
-0.01 0.08 0.10
-0.04 0.29 0.05
0.06 0.04 -0.05
0.01 0.00 -0.03
0.01 0.01 0.02
0.17 0.16 0.05
0.17 -0.25 0.04
-0.43 0.16 0.05
0.58 0.20 -0.01
-0.20 0.11 0.00
-0.26 0.46 -0.21
-0.07 -0.02 -0.09
-0.06 -0.02 -0.07
-0.28 -0.12 0.02
0.01 -0.06 0.05
0.01 -0.01 0.03
-0.02 -0.03 -0.02
0.09 -0.18 -0.09
-0.08 0.28 0.22
0.32 -0.11 -0.18
-0.41 -0.20 0.34
0.04 -0.18 -0.06
-0.04 -0.16 0.18
-0.04 -0.02 -0.08
0.00 0.03 -0.10
0.19 0.14 -0.17
0.03 0.06 0.05
0.01 0.01 0.02
0.01 0.02 -0.04
0.00 0.20 -0.05
0.28 -0.03 0.48
0.35 -0.13 -0.22
-0.39 -0.15 0.40
0.02 -0.18 -0.04
-0.04 -0.15 0.20
-0.05 -0.01 -0.08
-0.01 -0.01 -0.13
0.21 0.06 -0.15
0.04 0.06 0.04
0.01 0.02 0.03
0.01 0.02 -0.04
0.00 0.20 -0.07
0.12 0.07 0.22
-0.19 -0.33 -0.20
0.18 0.56 0.04
-0.07 -0.03 -0.21
-0.05 0.24 -0.07
0.04 0.01 -0.02
0.05 -0.09 -0.03
-0.10 -0.27 0.02
-0.04 0.00 0.08
-0.01 0.01 0.03
-0.01 0.00 -0.05
0.02 -0.10 0.17

Calculated values
energy relative to the best compared isomer or geometry (same formula, charge and spin) = 0.0 kJ/mol
total energy = -2560.509034 Eh
LUMO energy = -0.029 Eh
SMILES = NP(O)C1=C(B(O)O)C(=O)OC1=O.O=C1CCCO1.O=C1CCCO1.O=C1CCCO1.O=C1CCCO1.O=C1CCCO1

---

2.
Molecular formula: C5H15N2
Method: DFT, ωB97M-V/def2-TZVPD

Positions of all 22 atoms, in Å:
C1 1.7393 1.6637 -0.3418
C2 1.4387 1.2470 1.1065
C3 -0.9259 0.9922 1.6671
N1 0.1573 0.5229 1.2062
H1 2.1866 0.8335 -0.8939
H2 0.7991 1.9583 -0.8099
H3 2.4582 2.4799 -0.3717
H4 2.2463 0.6396 1.5218
H5 1.3584 2.1258 1.7580
H6 -1.8047 0.3585 1.7832
H7 -0.9810 2.0334 1.9914
H8 0.1277 -0.4036 0.2627
C4 -2.0865 -1.2436 -1.3771
C5 -0.5630 -1.4106 -1.5796
N2 0.2162 -1.4871 -0.3143
H9 -2.2799 -0.4582 -0.6491
H10 -2.4891 -0.9305 -2.3391
H11 -2.5493 -2.2027 -1.1554
H12 -0.3839 -2.3137 -2.1752
H13 -0.2132 -0.5102 -2.0850
H14 -0.1034 -2.2627 0.2771
H15 1.2140 -1.6148 -0.5194

Cartesian forces, eV/Å:
-0.53 -0.72 0.40
1.04 -0.03 -1.00
0.08 -1.18 -0.02
-0.24 2.84 0.82
0.00 0.07 -0.10
0.21 0.27 -0.22
-0.03 0.08 0.13
-0.13 -0.10 0.16
-0.35 -0.10 0.27
-0.11 0.06 -0.21
0.13 0.04 0.17
0.00 -2.22 -0.38
1.00 -0.46 -0.31
-1.26 0.93 -0.34
-0.04 0.26 -0.25
-0.33 -0.10 0.09
-0.05 0.11 0.04
-0.17 0.16 0.44
0.40 0.10 0.12
0.36 -0.32 -0.28
0.04 0.26 0.27
-0.02 0.04 0.20

Calculated values
energy relative to the best compared isomer or geometry (same formula, charge and spin) = 296.0 kJ/mol
total energy = -308.225461 Eh
multiplicity = 2
LUMO energy (spin up / spin down) = -0.349 / -0.514 Eh
charge = +2
<S²> = 0.76

---

3.
Molecular formula: C5H13NO
Method: DFT, ωB97M-V/def2-TZVPD

Positions of all 20 atoms, in Å:
C1 0.7807 -0.5602 1.9273
C2 0.2691 -1.4364 0.7788
N1 0.0432 -0.7730 -0.4807
C3 1.0368 -0.8659 -1.5422
C4 -0.9842 0.2390 -0.6359
C5 -0.5484 1.6859 -0.4315
O1 -1.7851 2.4680 -0.5205
H1 0.1062 0.2935 2.0697
H2 1.7573 -0.1523 1.6664
H3 0.6786 -1.0241 2.9075
H4 -0.7291 -1.7650 1.1263
H5 0.8451 -2.3441 0.6194
H6 0.9150 0.0369 -2.1412
H7 2.0737 -0.9623 -1.1979
H8 0.8719 -1.7415 -2.1674
H9 -1.4410 0.0113 -1.5971
H10 -1.7538 0.1100 0.1380
H11 -0.0873 2.0737 -1.3373
H12 -0.0662 1.7725 0.5325
H13 -1.9823 2.9341 0.2856

Cartesian forces, eV/Å:
-0.37 0.58 -0.38
-1.65 0.30 0.50
0.84 0.03 0.05
-0.47 0.10 0.40
0.35 -0.98 0.93
-2.17 0.36 -1.55
0.21 -0.30 0.06
0.04 0.03 -0.42
0.21 -0.12 0.55
0.75 -0.47 -0.08
0.24 -0.29 -0.13
0.29 0.05 0.01
0.44 -0.15 -0.26
-0.15 0.37 0.20
-0.15 -0.16 -0.33
-0.30 0.76 -0.19
0.04 -0.41 -0.19
1.29 -0.17 0.52
0.48 0.39 -0.16
0.08 0.09 0.47

Calculated values
energy relative to the best compared isomer or geometry (same formula, charge and spin) = 195.4 kJ/mol
total energy = -328.244415 Eh
LUMO energy = 0.033 Eh
SMILES = CCN(C)CCO

---

4.
Molecular formula: C2H6N2
Method: DFT, ωB97M-V/def2-TZVPD

Positions of all 10 atoms, in Å:
C1 -1.5423 -0.4449 -0.0322
C2 -0.5260 0.7015 0.0421
N1 0.7362 0.6269 -0.0356
N2 1.4343 -0.5031 0.0478
H1 -1.6218 -0.8952 0.9845
H2 -1.1901 -1.2622 -0.7537
H3 -2.5700 -0.2640 -0.3469
H4 -0.8831 1.7228 0.0829
H5 2.4053 -0.2690 -0.3459
H6 1.0756 -1.4384 0.2337

Cartesian forces, eV/Å:
1.19 -1.51 0.35
-1.30 -0.31 -0.75
-0.46 0.68 0.62
2.80 0.47 -1.18
0.00 -0.04 -0.64
-0.15 1.00 1.05
0.24 0.83 0.03
-0.22 0.01 -0.18
-2.18 -1.58 1.19
0.07 0.46 -0.48

Calculated values
energy relative to the best compared isomer or geometry (same formula, charge and spin) = 211.6 kJ/mol
total energy = -189.248957 Eh
LUMO energy = 0.039 Eh
SMILES = C/C=N\N

---

5.
Molecular formula: C5H7N3O2
Method: DFT, ωB97M-V/def2-TZVPD

Positions of all 17 atoms, in Å:
N1 -1.3847 0.1923 -0.6214
C1 -0.5792 0.0063 0.2033
C2 0.5513 0.1085 1.1494
C3 1.8782 -0.2264 0.5643
O1 2.1467 -1.5384 0.2478
C4 3.3973 -1.5560 -0.1890
N2 3.9687 -0.3924 -0.1934
C5 3.0060 0.4879 0.2721
N3 3.3054 1.8212 0.4370
H1 0.3287 -0.5453 2.0075
H2 0.5783 1.1368 1.5380
H3 3.8387 -2.5153 -0.4480
H4 4.0592 2.1537 -0.1532
H5 2.5210 2.4603 0.4533
O2 -2.3867 -2.5210 0.0016
H6 -2.5821 -1.6398 -0.4750
H7 -2.2488 -2.3534 0.9544

Cartesian forces, eV/Å:
1.46 -0.67 1.78
-1.08 1.42 -1.95
-0.14 -0.48 0.42
0.40 0.43 -0.23
-0.60 -0.42 0.26
0.52 0.55 0.08
0.08 -0.17 -0.17
-0.39 -0.74 0.03
0.01 0.47 -0.01
0.15 0.18 -0.16
-0.08 -0.27 -0.16
-0.22 0.34 -0.01
-0.17 -0.18 0.14
0.16 -0.19 -0.07
-0.45 1.43 -0.58
0.62 -1.96 1.57
-0.27 0.28 -0.95

Calculated values
energy relative to the best compared isomer or geometry (same formula, charge and spin) = 125.0 kJ/mol
total energy = -509.451898 Eh
LUMO energy = 0.017 Eh
SMILES = N#CCc1ocnc1N.O

---

6.
Molecular formula: C13H12BiO5P
Method: DFT, ωB97M-V/def2-TZVPD

Positions of all 32 atoms, in Å:
O1 5.0176 -3.6669 0.1007
C1 4.1127 -3.0016 -0.0913
Bi1 0.1985 0.1078 -0.2249
O2 -1.0247 -1.4602 2.9790
C2 -0.6332 -1.0884 1.9723
C3 -0.1023 1.6166 -2.1320
O3 -0.2121 2.3348 -3.0655
C4 -1.2272 -1.7261 -1.4386
O4 -1.8545 -2.5472 -1.8979
C5 1.1091 1.9288 1.1807
O5 1.6584 2.7254 1.8013
H1 0.9880 0.4473 -1.7702
C6 -3.5499 0.6347 -0.4401
P1 -2.1345 1.3739 0.3699
C7 -2.2412 3.0996 -0.1765
C8 -2.6944 1.5235 2.1119
C9 -4.0420 1.6699 2.4536
C10 -4.4231 1.8387 3.7883
C11 -3.4534 1.8837 4.7951
C12 -2.1009 1.8012 4.4523
C13 -1.7286 1.6102 3.1212
H2 -3.3666 0.4405 -1.5053
H3 -4.3865 1.3213 -0.3658
H4 -3.8212 -0.3042 0.0430
H5 -3.2986 3.3785 -0.0861
H6 -1.6535 3.7364 0.5111
H7 -1.8982 3.2382 -1.2065
H8 -4.7977 1.6538 1.6730
H9 -5.4869 1.9227 4.0246
H10 -3.7728 2.0170 5.8317
H11 -1.3527 1.8709 5.2515
H12 -0.6622 1.5670 2.8830

Cartesian forces, eV/Å:
-1.83 1.35 -0.41
1.78 -1.32 0.42
0.93 -1.34 -0.05
1.26 0.88 -2.87
-1.93 -1.73 4.22
-3.25 5.45 -4.03
1.51 -3.77 3.68
-1.50 -1.89 -1.25
1.30 1.66 0.94
2.69 4.14 2.74
-2.11 -3.11 -2.33
2.29 -0.91 -1.61
0.04 -0.86 -0.78
-2.12 1.23 1.72
0.79 0.39 -0.06
0.62 -0.02 0.22
-0.08 -0.12 -0.01
0.12 -0.10 -0.23
-0.21 0.13 -0.35
-0.01 -0.08 0.29
-0.04 0.23 0.34
-0.06 0.12 0.17
-0.09 0.09 -0.04
-0.02 -0.02 0.00
0.23 -0.05 -0.05
-0.25 -0.24 -0.39
-0.18 0.12 0.18
-0.03 -0.03 0.27
0.41 0.01 -0.02
0.25 -0.07 -0.34
-0.24 -0.04 -0.49
-0.29 -0.08 0.12

Calculated values
energy relative to the best compared isomer or geometry (same formula, charge and spin) = 0.0 kJ/mol
total energy = -1433.921434 Eh
LUMO energy = -0.314 Eh
charge = +2